# 1
12
Properties=species:S:1:pos:R:3:mulliken_charge:R:1 method="wB97M-V/def2-TZVPD" homo_lumo_gap_ev="7.49 / 7.49" homo_ev="-7.8 / -7.8" de_lowest_kcal_mol=86.75
C 0.184 1.481 -0.333 0.17
C 0.321 -1.757 0.582 -0.73
N -1.091 -0.047 -0.094 -0.39
N -0.452 -1.142 -0.529 -0.18
S 1.332 1.341 -1.423 -0.25
S -0.312 2.916 0.457 -0.19
H -0.243 -1.879 1.584 0.25
H 0.585 -2.704 0.140 0.28
H 1.129 -1.087 0.622 0.34
H -1.317 -0.029 0.901 0.28
H 0.055 -0.922 -1.347 0.28
H -0.190 3.829 -0.561 0.15

---

# 2
18
Properties=species:S:1:pos:R:3:mulliken_charge:R:1 method="wB97M-V/def2-TZVPD" homo_lumo_gap_ev=6.47 homo_ev=-2.9 charge=-1 de_lowest_kcal_mol=0.00
N 0.241 -1.537 1.562 -0.91
C 0.164 -0.415 0.608 0.78
C -1.188 -0.540 -0.106 -1.01
O -1.125 -1.450 -1.201 -0.56
C 0.235 0.873 1.411 -1.04
S 1.324 2.139 0.700 -0.21
S 0.095 2.937 -0.827 -0.65
H 1.161 -1.592 1.892 0.21
H 0.131 -2.463 1.156 0.24
H 0.967 -0.516 -0.122 0.44
H -1.557 0.426 -0.441 0.28
H -1.849 -0.993 0.637 0.53
H -0.718 1.312 1.676 0.30
H 0.697 0.672 2.385 0.39
H 0.727 0.960 -1.778 0.18
H 0.337 0.927 -3.181 0.34
H -0.455 -1.096 -1.810 0.40
O 0.810 0.357 -2.560 -0.71

---

# 3
44
Properties=species:S:1:pos:R:3:mulliken_charge:R:1 method="wB97M-V/def2-TZVPD" homo_lumo_gap_ev=6.51 homo_ev=-4.7 charge=-1 de_lowest_kcal_mol=5.49
Ca -0.589 -0.499 -0.330 0.93
N 1.651 0.124 0.979 -0.48
C 2.405 1.025 0.073 -0.68
C 1.578 2.287 -0.202 -0.42
C 0.193 1.825 -0.589 0.62
O 0.072 1.204 -1.704 -0.79
O -0.704 1.798 0.287 -0.68
H 1.512 0.569 1.877 0.16
H 2.123 -0.763 1.103 0.23
H 2.541 0.484 -0.865 0.29
H 3.399 1.295 0.439 0.37
H 2.057 2.858 -0.998 0.34
H 1.498 2.900 0.697 0.32
O -7.985 1.779 -0.193 -0.48
C -7.434 0.650 -0.729 0.65
O -7.991 0.109 -1.644 -0.57
C -6.170 0.178 -0.090 0.82
C -5.327 -0.666 -0.800 -0.90
C -4.143 -1.119 -0.237 0.06
C -3.746 -0.763 1.064 0.45
S -2.242 -1.313 1.797 -0.45
C -4.622 0.085 1.765 -0.97
C -5.799 0.540 1.206 -0.78
H -7.358 2.142 0.441 0.30
H -5.597 -0.966 -1.804 0.41
H -3.500 -1.773 -0.816 0.15
H -4.353 0.375 2.773 0.39
H -6.444 1.159 1.823 0.27
O 0.796 -2.443 -0.440 -0.78
C -0.257 -3.000 -0.861 0.99
O -1.151 -2.381 -1.511 -0.86
C -0.507 -4.437 -0.529 0.40
C -1.800 -4.903 -0.336 -0.51
C -2.017 -6.233 0.003 -0.53
C -0.947 -7.110 0.132 -0.55
C 0.317 -6.603 -0.074 0.12
C 0.580 -5.291 -0.386 -0.38
N 1.493 -7.554 0.065 1.03
O 2.600 -7.114 -0.154 -0.61
O 1.254 -8.693 0.413 -0.63
H -2.618 -4.202 -0.434 0.32
H -3.024 -6.592 0.172 0.41
H -1.077 -8.150 0.388 0.48
H 1.589 -4.927 -0.506 0.56

---

# 4
15
Properties=species:S:1:pos:R:3:mulliken_charge:R:1 method="wB97M-V/def2-TZVPD" homo_lumo_gap_ev=6.72 homo_ev=-2.4 charge=-1 de_lowest_kcal_mol=18.03 smiles=NCCNC[O-]
N 1.420 -1.625 1.157 -0.70
C 1.516 -0.775 -0.056 -0.60
C 0.170 -0.562 -0.730 -0.60
N -0.843 -0.118 0.210 -0.47
C -0.924 1.399 0.242 -0.45
O -1.402 1.932 -0.875 -0.88
H 1.334 -2.577 0.829 0.22
H 0.556 -1.360 1.622 0.33
H 1.968 0.150 0.270 0.31
H 2.171 -1.295 -0.745 0.36
H 0.221 0.116 -1.605 0.36
H -0.142 -1.490 -1.239 0.39
H -1.780 -0.346 -0.108 0.26
H 0.110 1.754 0.460 0.19
H -1.551 1.587 1.144 0.26

---

# 5
23
Properties=species:S:1:pos:R:3:mulliken_charge:R:1 method="wB97M-V/def2-TZVPD" homo_lumo_gap_ev="7.04 / 5.60" homo_ev="-8.9 / -9.5" multiplicity=5 s2=6.02
Os 10.113 5.768 5.168 0.79
Se 11.869 6.065 3.667 0.08
Se 13.254 4.047 3.399 -0.14
Te 12.225 2.417 4.936 0.32
Se 10.634 3.680 6.364 -0.18
O 6.002 6.000 5.633 -0.58
C 7.131 6.429 5.556 0.60
O 8.198 5.633 5.756 -0.58
C 7.467 7.938 5.374 0.00
C 6.350 8.755 5.312 -0.74
C 6.529 10.115 5.177 -0.03
C 7.756 10.648 4.857 -0.22
C 8.858 9.840 4.837 -0.17
C 8.734 8.439 4.979 0.69
O 9.732 7.637 4.649 -0.47
N 10.182 10.396 4.608 0.98
O 10.253 11.483 4.137 -0.61
O 11.140 9.747 4.989 -0.57
N 5.322 10.992 4.944 0.96
O 4.256 10.384 4.798 -0.57
O 5.502 12.162 4.791 -0.59
H 5.374 8.394 5.527 0.56
H 7.855 11.739 4.782 0.50

---

# 6
17
Properties=species:S:1:pos:R:3:mulliken_charge:R:1 method="wB97M-V/def2-TZVPD" homo_lumo_gap_ev=9.97 homo_ev=-9.0 de_lowest_kcal_mol=78.00 smiles=C[C@@H]1OCCN1N
C 1.139 1.683 -0.498 -1.15
C 0.513 0.707 0.507 0.18
O 1.362 -0.431 0.725 -0.43
C 0.805 -1.517 -0.044 -0.27
C -0.560 -0.977 -0.592 -0.67
N -0.830 0.219 0.045 0.21
N -1.888 0.272 1.003 -0.72
H 2.085 2.268 -0.290 0.31
H 0.268 2.270 -0.867 0.32
H 1.370 1.148 -1.403 0.28
H 0.412 1.100 1.471 0.35
H 0.679 -2.360 0.668 0.29
H 1.440 -1.825 -0.888 0.26
H -0.558 -0.900 -1.631 0.26
H -1.347 -1.657 -0.208 0.31
H -2.079 -0.587 1.446 0.22
H -2.812 0.586 0.557 0.24

---

no.,energy (a.u.)
1,-985.54525
2,-1121.97541
3,-2444.28505
4,-304.43721
5,-8466.92841
6,-343.07715